Record 1
{"formula": "C14H16", "method": "ωB97M-V/def2-TZVPD", "e_homo_ha": -0.3201, "gap_ev": 9.604, "de_lowest_kj_mol": 132.6, "smiles": "Cc1ccccc1.Cc1ccccc1", "e_lumo_ev": 0.9, "elements": ["C", "C", "C", "C", "C", "C", "C", "H", "H", "H", "H", "H", "H", "H", "H", "C", "C", "C", "C", "C", "C", "C", "H", "H", "H", "H", "H", "H", "H", "H"], "coordinates": [[0.1100, -0.9411, -5.0336], [-0.1704, -1.4747, -3.6491], [-1.2520, -2.3307, -3.3911], [-1.3369, -2.8986, -2.1140], [-0.3485, -2.8065, -1.1369], [0.7068, -1.9820, -1.4805], [0.7469, -1.2277, -2.6405], [0.6410, -1.6200, -5.7128], [0.8728, -0.1483, -4.9856], [-0.8121, -0.4529, -5.3239], [-2.0298, -2.5995, -4.0797], [-2.1876, -3.5508, -1.9453], [-0.4749, -3.1859, -0.1398], [1.5607, -2.0145, -0.7983], [1.6292, -0.6522, -2.8267], [2.1810, 1.8896, 3.8328], [0.7896, 1.9470, 3.3622], [0.3965, 2.7823, 2.3474], [-0.7648, 2.6949, 1.6038], [-1.6410, 1.7004, 2.0415], [-1.4352, 1.0359, 3.2773], [-0.2355, 1.1644, 3.9528], [2.2511, 1.8903, 4.9220], [2.9464, 2.5131, 3.4033], [2.3540, 0.7937, 3.6661], [1.1540, 3.5330, 1.9968], [-0.8407, 3.3814, 0.7877], [-2.6024, 1.5475, 1.5908], [-2.1659, 0.3018, 3.5612], [-0.0422, 0.7101, 4.9122]]}

***

Record 2
{"formula": "C14H16", "method": "ωB97M-V/def2-TZVPD", "e_homo_ha": -0.3247, "gap_ev": 9.729, "de_lowest_kj_mol": 108.1, "smiles": "Cc1ccccc1.Cc1ccccc1", "e_lumo_ev": 0.9, "elements": ["C", "C", "C", "C", "C", "C", "C", "H", "H", "H", "H", "H", "H", "H", "H", "C", "C", "C", "C", "C", "C", "C", "H", "H", "H", "H", "H", "H", "H", "H"], "coordinates": [[-1.6463, -1.9614, 3.0237], [-0.3653, -1.1665, 2.9756], [-0.2007, -0.0932, 3.8026], [1.0926, 0.4701, 3.9145], [2.1723, -0.0458, 3.2355], [2.0038, -1.2338, 2.5030], [0.7288, -1.7138, 2.2561], [-1.3067, -2.9181, 3.4189], [-2.1143, -2.2033, 2.0612], [-2.4818, -1.5505, 3.5753], [-1.0041, 0.3944, 4.3351], [1.2435, 1.3103, 4.5754], [3.1462, 0.4188, 3.2789], [2.8979, -1.6944, 2.1024], [0.6014, -2.5628, 1.5984], [-2.0823, -0.5416, -4.1756], [-1.1042, 0.3559, -3.4931], [-1.1958, 1.7448, -3.5687], [-0.2230, 2.5514, -2.9768], [0.7160, 1.9439, -2.1604], [0.9138, 0.5628, -2.1734], [0.0186, -0.2415, -2.8574], [-1.9203, -1.6150, -4.0270], [-1.8805, -0.4653, -5.2495], [-3.1192, -0.3849, -3.8706], [-2.1903, 2.0114, -3.9138], [-0.3802, 3.6064, -2.7959], [1.3539, 2.6159, -1.5944], [1.8425, 0.1772, -1.7808], [0.3173, -1.2655, -3.0476]]}

***

Record 3
{"formula": "C14H16", "method": "ωB97M-V/def2-TZVPD", "e_homo_ha": -0.3242, "gap_ev": 9.756, "de_lowest_kj_mol": 167.8, "smiles": "Cc1ccccc1.Cc1ccccc1", "e_lumo_ev": 0.9, "elements": ["C", "C", "C", "C", "C", "C", "C", "H", "H", "H", "H", "H", "H", "H", "H", "C", "C", "C", "C", "C", "C", "C", "H", "H", "H", "H", "H", "H", "H", "H"], "coordinates": [[-1.3041, 0.7023, 3.1630], [-1.7567, 0.6329, 1.7915], [-1.1587, -0.2436, 0.8726], [-1.6497, -0.3165, -0.4613], [-2.4549, 0.6711, -0.9325], [-2.9555, 1.6065, -0.0743], [-2.8037, 1.3967, 1.2663], [-0.5622, -0.1419, 3.3450], [-2.1237, 0.6313, 3.8830], [-0.7509, 1.6513, 3.3726], [-0.3771, -0.8791, 1.2506], [-1.3442, -1.1977, -1.0738], [-2.9042, 0.7630, -1.8668], [-3.4773, 2.4590, -0.4076], [-3.3379, 1.9433, 1.9978], [2.1912, -1.7664, 0.7843], [2.0497, -1.0042, -0.5006], [1.7739, -1.7708, -1.6135], [1.5497, -1.0304, -2.8308], [1.6899, 0.3914, -2.8668], [1.9115, 0.9947, -1.6666], [2.2154, 0.3735, -0.5034], [1.5463, -1.3029, 1.5553], [3.2817, -1.6301, 1.0964], [1.9568, -2.8170, 0.8671], [1.7074, -2.8658, -1.5104], [1.3809, -1.2961, -3.8501], [1.4267, 0.9627, -3.7825], [1.8333, 2.0881, -1.6665], [2.4464, 0.9949, 0.3620]]}

***

Record 4
{"formula": "C14H16", "method": "ωB97M-V/def2-TZVPD", "e_homo_ha": -0.3287, "gap_ev": 9.830, "de_lowest_kj_mol": 49.8, "smiles": "Cc1ccccc1.Cc1ccccc1", "e_lumo_ev": 0.9, "elements": ["C", "C", "C", "C", "C", "C", "C", "H", "H", "H", "H", "H", "H", "H", "H", "C", "C", "C", "C", "C", "C", "C", "H", "H", "H", "H", "H", "H", "H", "H"], "coordinates": [[1.9831, 1.6977, -0.3332], [2.5384, 0.3658, -0.7803], [3.5777, 0.2792, -1.7146], [4.2581, -0.9098, -1.8410], [3.8780, -2.0472, -1.1233], [2.7698, -1.9868, -0.3074], [2.1028, -0.7740, -0.1237], [0.9740, 1.8953, -0.7127], [2.6158, 2.5232, -0.6438], [1.8866, 1.7539, 0.7478], [3.7345, 1.1537, -2.3278], [5.0779, -1.0339, -2.5468], [4.4477, -2.9447, -1.2921], [2.4530, -2.8606, 0.2464], [1.2588, -0.7717, 0.5457], [-3.1411, -0.7091, -1.1664], [-3.0482, -0.0010, 0.1713], [-3.5542, -0.6299, 1.3047], [-3.3026, -0.0944, 2.5546], [-2.6919, 1.1384, 2.6846], [-2.1240, 1.7448, 1.5621], [-2.3312, 1.1929, 0.3081], [-2.3225, -1.4120, -1.2612], [-3.2223, -0.0226, -2.0104], [-4.0742, -1.2516, -1.1514], [-4.1256, -1.5404, 1.1912], [-3.6227, -0.6216, 3.4332], [-2.4845, 1.6835, 3.5931], [-1.5080, 2.6327, 1.6571], [-2.0032, 1.5499, -0.6638]]}

***

Record 5
{"formula": "C14H16", "method": "ωB97M-V/def2-TZVPD", "spin_multiplicity": 2, "total_charge": 1, "e_homo_ha": [-0.4111, -0.4111], "s_squared": 0.77, "gap_ev": [6.841, 3.170], "de_lowest_kj_mol": 64.7, "e_lumo_ev": [-4.3, -8.0], "elements": ["C", "C", "C", "C", "C", "C", "C", "H", "H", "H", "H", "H", "H", "H", "H", "C", "C", "C", "C", "C", "C", "C", "H", "H", "H", "H", "H", "H", "H", "H"], "coordinates": [[2.5660, -1.7492, -0.5078], [1.5671, -1.3581, 1.7970], [2.0041, -2.2278, 0.7928], [0.9248, -1.8352, 2.9267], [1.8872, -3.6133, 1.0189], [0.6946, -3.2069, 3.0861], [1.2566, -4.0709, 2.1685], [1.6216, -0.2804, 1.7047], [0.4715, -1.1309, 3.6380], [2.5585, -0.6737, -0.6124], [2.1455, -2.1614, -1.4294], [2.4080, -4.2062, 0.2859], [0.0919, -3.6268, 3.8856], [1.1643, -5.1520, 2.2638], [3.5965, -2.1032, -0.6165], [-1.6136, 4.3531, -2.4936], [-1.4612, 0.7902, -0.3212], [-1.3593, 0.7540, -1.7252], [-1.8466, 1.9603, 0.3728], [-1.6696, 1.8939, -2.4131], [-2.0380, 3.1342, -0.3100], [-1.8090, 3.1148, -1.7172], [-1.0925, 0.0119, 0.3631], [-1.1567, -0.2326, -2.1555], [-1.9267, 1.8713, 1.4437], [-1.8703, 1.8629, -3.4726], [-2.1834, 4.0581, 0.2273], [-2.5933, 4.4921, -2.9948], [-1.0123, 4.1842, -3.3922], [-1.3258, 5.1479, -1.8133]]}

***

Record 6
{"formula": "C14H16", "method": "ωB97M-V/def2-TZVPD", "spin_multiplicity": 2, "total_charge": 1, "e_homo_ha": [-0.4384, -0.4383], "s_squared": 0.77, "gap_ev": [7.962, 4.019], "de_lowest_kj_mol": 275.0, "e_lumo_ev": [-4.0, -7.9], "elements": ["C", "C", "C", "C", "C", "C", "C", "H", "H", "H", "H", "H", "H", "H", "H", "C", "C", "C", "C", "C", "C", "C", "H", "H", "H", "H", "H", "H", "H", "H"], "coordinates": [[-1.3073, 1.4493, 3.5789], [0.0244, -0.2089, 2.3035], [-1.2822, 0.2347, 2.7114], [0.0152, -1.2403, 1.3625], [-2.4645, -0.5191, 2.2468], [-1.0275, -1.8051, 0.8000], [-2.3056, -1.4277, 1.1242], [0.8266, 0.5218, 2.6565], [0.9966, -1.6164, 1.2097], [-1.2032, 2.3912, 2.8089], [-0.6565, 1.4185, 4.4232], [-3.4037, -0.1937, 2.6943], [-1.0402, -2.8410, 0.2640], [-3.3552, -1.8509, 0.8888], [-2.2260, 1.7440, 3.9998], [-0.0731, 1.1714, -0.6827], [2.3916, -0.5150, -3.7427], [2.2183, 0.8598, -3.5600], [1.7860, -1.4030, -2.8377], [1.3242, 1.3950, -2.6707], [0.9730, -0.9008, -1.8431], [0.7234, 0.5592, -1.8017], [3.0014, -1.0581, -4.4253], [2.6987, 1.5656, -4.2349], [2.0936, -2.4579, -2.6951], [1.1350, 2.4387, -2.5005], [0.5982, -1.5290, -1.0580], [-0.8000, 1.9777, -0.9128], [0.9273, 1.4628, -0.0749], [-0.5884, 0.3771, -0.0323]]}

***

Record 7
{"formula": "C14H16BBr2NO3", "method": "ωB97M-V/def2-TZVPD", "e_homo_ha": -0.3165, "gap_ev": 7.884, "e_lumo_ev": -0.7, "elements": ["C", "N", "C", "B", "O", "C", "C", "C", "O", "C", "C", "C", "C", "C", "C", "C", "O", "H", "H", "H", "H", "H", "H", "H", "H", "H", "H", "H", "H", "Br", "C", "C", "Br", "H", "H", "H", "H"], "coordinates": [[-1.4780, -5.4311, -0.1696], [-1.7160, -4.1178, 0.4779], [-2.2712, -3.2245, -0.5795], [-0.4626, -3.5739, 1.0572], [-0.0575, -4.1530, 2.2942], [0.3435, -2.3808, 0.3481], [1.0551, -2.4821, -0.8102], [1.7648, -1.2239, -1.4268], [2.8126, -1.2937, -2.0215], [0.9712, 0.1109, -1.2353], [0.9601, 1.1886, -2.2002], [0.1276, 2.3781, -1.9110], [-0.6602, 2.4911, -0.6966], [-0.6145, 1.3896, 0.3246], [0.1928, 0.2330, 0.0357], [0.2584, -0.9683, 1.0415], [0.2752, -0.8358, 2.2404], [-2.4463, -5.8323, -0.5785], [-0.7536, -5.3709, -1.0300], [-1.0618, -6.1554, 0.5755], [-1.6292, -3.3315, -1.4942], [-3.3196, -3.5119, -0.8819], [-2.3325, -2.1813, -0.1799], [-0.7880, -3.9114, 2.8994], [1.0913, -3.4728, -1.3256], [1.5679, 1.1038, -3.1328], [0.0954, 3.2003, -2.6631], [-1.3247, 3.3455, -0.4467], [-1.1852, 1.4041, 1.2787], [0.5312, 3.7299, 1.1797], [1.0500, 5.5267, 0.6223], [1.7907, 6.2545, 1.7156], [0.5710, 6.8957, 3.0915], [0.1404, 6.0353, 0.3090], [1.6950, 5.3774, -0.2441], [2.2719, 7.1504, 1.3228], [2.5348, 5.6370, 2.2136]]}

***

Record 8
{"formula": "C14H16Br2ClGeIrNO", "method": "ωB97M-V/def2-TZVPD", "spin_multiplicity": 2, "e_homo_ha": [-0.2952, -0.2921], "s_squared": 0.76, "gap_ev": [7.227, 7.125], "de_lowest_kj_mol": 91.2, "e_lumo_ev": [-0.8, -0.8], "elements": ["Ir", "Br", "C", "C", "C", "Br", "C", "C", "C", "C", "N", "C", "C", "O", "H", "H", "H", "H", "C", "Ge", "C", "C", "C", "H", "H", "H", "H", "H", "H", "H", "H", "H", "H", "Cl", "C", "H", "H"], "coordinates": [[0.1985, 0.2464, -0.1019], [-2.3090, -4.2508, -0.5939], [-1.8509, -3.3480, 0.9922], [-2.2142, -3.8956, 2.2381], [-1.8856, -3.2644, 3.3991], [-2.3902, -4.0504, 5.0493], [-1.1737, -2.0437, 3.3756], [-0.7750, -1.3072, 4.5113], [-0.0826, -0.1407, 4.3578], [0.2254, 0.3133, 3.0653], [-0.1387, -0.3452, 1.9904], [-0.8289, -1.5122, 2.1149], [-1.1645, -2.1560, 0.8836], [-0.8203, -1.6244, -0.2596], [-2.7614, -4.8274, 2.2713], [-1.0155, -1.6720, 5.5008], [0.2325, 0.4353, 5.2162], [0.7792, 1.2285, 2.8993], [1.2353, -2.3831, -2.7832], [2.3757, -1.7574, -1.3333], [4.2381, -1.6910, -1.9240], [2.2372, -2.9805, 0.1785], [1.8023, 0.0786, -0.9070], [1.5431, -3.3781, -3.1084], [1.2960, -1.6980, -3.6294], [0.2055, -2.4181, -2.4288], [4.5541, -2.6801, -2.2579], [4.8905, -1.3719, -1.1105], [4.3505, -0.9920, -2.7537], [2.5480, -3.9745, -0.1466], [1.2112, -3.0444, 0.5370], [2.8803, -2.6687, 1.0030], [2.2445, 0.8898, -1.4961], [-2.4317, 1.3529, -0.7664], [-0.7163, 1.8811, -0.8936], [-0.6011, 2.7701, -0.2773], [-0.5079, 2.0951, -1.9361]]}

***

Number 1: E -543.02237 Ha. Number 2: E -543.03168 Ha. Number 3: E -543.00894 Ha. Number 4: E -543.05390 Ha. Number 5: E -542.72891 Ha. Number 6: E -542.64881 Ha. Number 7: E -5996.38225 Ha. Number 8: E -8462.44621 Ha.